1.
63
Properties=species:S:1:pos:R:3:forces:R:3:nbo_charge:R:1 method="wB97M-V/def2-TZVPD" homo_lumo_gap_ev=9.5 e_homo_ev=-10.498 largest_force_ev_per_a=1.35
O 0.338002 1.131002 -2.641868 0.023 -0.312 -0.663 -0.981
H 0.525662 0.194622 -2.577068 0.086 -0.246 -0.011 0.488
H 0.777962 1.516902 -1.884398 -0.121 0.088 0.344 0.488
O -2.574278 4.555862 0.804052 0.110 0.011 -0.138 -0.957
H -2.503788 5.494022 0.980462 0.013 0.217 0.179 0.486
H -2.977358 4.504262 -0.062608 -0.190 -0.077 -0.302 0.486
O -1.108058 3.131832 -3.561048 -0.507 0.930 -0.430 -0.968
H -1.392728 3.227042 -2.652138 -0.024 -0.134 0.138 0.453
H -0.603328 2.318572 -3.570508 0.286 -0.455 0.220 0.498
O -0.352248 -0.405888 0.140282 -0.430 -0.465 0.432 -0.992
H 0.356152 -0.724498 -0.419088 0.369 -0.051 -0.311 0.493
H -0.109518 0.497372 0.343852 -0.082 0.311 -0.055 0.490
O 1.748382 -4.055418 -0.898048 0.345 0.832 -0.926 -1.007
H 2.405352 -3.907988 -0.217688 0.235 -0.140 0.358 0.485
H 1.057252 -4.552588 -0.460578 -0.334 -0.582 0.170 0.499
O -3.084328 0.204772 0.710472 -0.827 -0.348 -0.451 -1.004
H -2.296128 -0.273288 0.452722 0.304 -0.039 -0.158 0.486
H -2.766668 0.895392 1.292172 0.397 0.346 0.597 0.492
O -2.029018 2.234802 2.194492 -0.521 -0.334 0.313 -0.990
H -2.261338 2.907512 1.554392 -0.220 0.577 -0.081 0.492
H -1.089348 2.351312 2.334762 0.452 -0.237 0.125 0.484
O -4.131208 -2.112448 -2.340728 0.027 -0.342 0.256 -0.944
H -4.343718 -1.221878 -2.619928 -0.067 0.215 0.025 0.476
H -3.372878 -2.355888 -2.871668 0.232 -0.040 -0.313 0.470
O -0.153878 -5.382538 0.503662 0.191 -0.153 0.337 -0.969
H -0.746398 -4.637618 0.402412 -0.529 0.434 -0.098 0.497
H -0.732018 -6.130068 0.655932 -0.032 -0.259 -0.120 0.486
O 4.314742 0.161542 -1.942958 -0.215 -0.165 0.203 -0.943
H 5.081362 0.360692 -2.480418 0.163 -0.036 -0.306 0.495
H 4.318332 0.833622 -1.261398 0.089 0.184 -0.037 0.457
O 3.189112 3.520512 -1.789688 -0.172 -0.065 -0.049 -0.929
H 3.289082 2.873972 -1.090968 -0.075 -0.168 0.206 0.455
H 3.939662 4.105242 -1.684778 0.186 0.296 -0.052 0.476
O 3.121082 -0.384408 0.955482 0.479 0.142 0.508 -0.972
H 3.614162 0.385342 0.671582 0.231 0.054 0.049 0.468
H 2.579182 -0.614108 0.200622 -0.705 -0.318 -0.595 0.511
O 0.881272 2.341472 -0.281308 0.455 -0.042 -0.545 -1.010
H 0.602562 2.592032 0.599472 -0.072 -0.090 0.869 0.506
H 1.193902 3.156062 -0.674928 0.085 0.419 -0.399 0.492
O 0.634362 2.500752 2.373782 -0.397 0.931 -0.311 -0.986
H 0.799282 3.398292 2.662672 -0.021 0.369 0.210 0.485
H 1.357132 1.993212 2.742872 0.629 -1.065 0.531 0.524
O -2.361208 -5.540808 -2.209628 -0.017 -0.277 -0.146 -0.945
H -3.213268 -5.467828 -2.639628 -0.248 -0.090 -0.123 0.463
H -2.247768 -4.704368 -1.758248 0.367 0.256 0.234 0.477
O 1.774132 -1.090478 -1.496928 -0.139 0.254 0.147 -1.015
H 1.666432 -1.983508 -1.824218 -0.131 -1.060 0.235 0.527
H 2.628932 -0.814978 -1.828058 0.613 0.374 -0.447 0.513
O 2.379042 0.689772 3.349962 0.042 0.440 0.521 -0.980
H 2.219832 0.015412 4.010352 -0.160 -0.011 0.298 0.488
H 2.787082 0.221102 2.621892 -0.014 -0.374 -0.665 0.500
O 3.145102 -3.353368 1.498092 -0.044 -0.168 -0.030 -0.957
H 3.068312 -2.415388 1.323362 0.083 0.405 -0.002 0.482
H 3.634342 -3.405258 2.319172 0.133 -0.168 0.149 0.478
O -1.805858 -3.174088 -0.529238 0.185 -0.428 -0.053 -0.991
H -1.398918 -2.329728 -0.335108 0.241 0.423 0.140 0.500
H -2.705278 -2.956408 -0.773958 -0.615 0.322 0.102 0.499
O -0.299248 2.474042 5.607302 0.290 0.116 0.235 -0.939
H -0.805918 3.088112 5.075862 -0.265 0.092 -0.124 0.470
H -0.302998 1.660442 5.103042 -0.094 -0.217 -0.155 0.471
O -5.589328 0.856512 -0.582128 -0.682 0.282 -0.235 -0.949
H -5.278038 0.589642 -1.447068 0.066 0.006 -0.056 0.449
H -4.791118 1.011752 -0.077168 0.542 -0.371 0.258 0.493

2.
91
Properties=species:S:1:pos:R:3:forces:R:3:lowdin_charge:R:1 method="wB97M-V/def2-TZVPD" homo_lumo_gap_ev="6.6 / 6.1" e_homo_ev="-4.631 / -4.631" charge=-1 largest_force_ev_per_a=2.10 spin_multiplicity=2
Ru -0.024647 0.589724 -0.304226 -0.483 0.041 1.185 0.995
O 0.865421 2.609839 -3.820908 -0.009 0.250 0.007 0.134
C 0.099394 2.328358 -2.770313 -0.361 0.228 -0.192 -0.503
O -0.366893 1.233748 -2.573951 -0.097 0.590 -0.295 -0.011
C -0.203755 3.525217 -1.891820 0.145 0.107 -0.137 -0.121
O -0.933237 3.076359 -0.776705 -0.118 -0.418 -0.203 -0.186
C -0.752809 3.882022 0.383411 0.437 -0.065 0.418 -0.116
C 0.443787 3.409901 1.284153 -0.604 0.984 -0.644 -0.684
O 1.236478 4.257245 1.662511 0.154 0.315 0.175 0.031
O 0.408203 2.190760 1.604172 0.144 -1.572 -0.545 -0.200
H 1.105769 1.773642 -4.255416 -0.081 0.011 0.128 0.140
H -0.802334 4.246599 -2.471335 0.137 -0.100 0.037 0.149
H 0.740492 3.990016 -1.589497 -0.078 -0.076 -0.117 0.140
H -1.668242 3.756018 0.969833 0.123 0.119 -0.047 0.077
H -0.624859 4.935558 0.112501 -0.029 -0.131 0.019 0.127
C 4.048920 3.869259 -3.848676 -0.111 -0.317 0.259 -0.074
C 4.413736 2.811070 -2.820908 0.548 0.574 0.017 -0.344
O 3.492435 1.749113 -2.878493 -0.674 -0.704 0.567 -0.322
P 2.919878 1.066858 -1.486142 1.620 -0.117 -1.338 0.124
O 1.889832 1.951177 -0.887211 -0.951 -0.111 0.289 -0.370
Te 4.757748 0.419724 -0.155381 0.327 0.146 -0.203 0.494
O 2.140429 -0.161597 -2.175490 -0.016 0.722 0.352 -0.332
C 2.876276 -1.178658 -2.818787 0.636 -0.674 -0.458 -0.330
C 2.990874 -0.927705 -4.311130 -0.246 0.068 0.214 -0.068
H 4.778352 4.673178 -3.817724 0.114 0.129 -0.046 0.070
H 3.063489 4.270966 -3.631686 -0.111 0.083 -0.031 0.064
H 4.033389 3.432389 -4.844031 0.005 0.009 -0.159 0.073
H 4.417872 3.248450 -1.817908 0.138 -0.005 -0.041 0.094
H 5.417069 2.416491 -3.034396 -0.138 0.045 0.198 0.109
H 2.328204 -2.109503 -2.656158 0.090 0.049 0.069 0.102
H 3.871347 -1.248180 -2.352878 -0.235 -0.117 -0.065 0.048
H 1.988511 -0.958880 -4.727056 -0.028 -0.002 -0.226 0.053
H 3.599976 -1.703987 -4.767328 0.075 -0.095 -0.097 0.076
H 3.434461 0.045668 -4.498949 0.133 0.005 -0.046 0.062
C -4.317514 3.100778 1.067641 0.659 -0.580 0.256 -0.229
Si -3.520277 1.877557 2.334304 -1.191 1.054 0.303 0.359
C -5.051415 0.822957 2.873094 1.012 -0.037 -0.352 -0.219
C -3.032778 2.958870 3.865758 0.217 -0.676 -0.719 -0.203
As -1.829777 0.439974 1.383700 -0.001 -0.142 0.608 0.945
Si -1.093581 -0.485950 3.456734 0.448 -0.679 1.486 0.382
C 0.214788 0.609350 4.357475 -0.470 -0.175 -0.746 -0.201
C -0.388799 -2.249339 3.164376 -0.213 0.714 -0.273 -0.207
C -2.457221 -0.769856 4.811937 0.240 0.294 -0.941 -0.230
H -5.359368 3.286551 1.312072 -0.175 -0.103 0.185 0.017
H -4.275467 2.672165 0.070329 -0.020 -0.014 -0.223 0.020
H -3.814932 4.062015 1.040879 0.151 0.136 -0.019 0.008
H -5.804918 1.427365 3.368357 0.014 0.332 0.073 0.024
H -4.772306 0.019171 3.542280 0.037 -0.192 0.183 -0.012
H -5.510638 0.368654 2.000815 -0.066 -0.071 -0.227 0.020
H -3.843819 3.617728 4.162916 -0.296 0.022 -0.122 0.022
H -2.167955 3.576698 3.646401 0.210 0.115 -0.101 0.019
H -2.774183 2.344814 4.721096 0.068 -0.156 0.177 -0.003
H 0.607793 1.345426 3.663553 0.114 0.174 -0.090 -0.009
H 1.051530 0.035700 4.745951 0.046 -0.305 0.036 0.018
H -0.233801 1.145463 5.188073 -0.201 0.072 0.140 0.016
H -0.353464 -2.442096 2.096892 0.023 -0.132 -0.126 -0.016
H -1.024112 -3.008720 3.607463 -0.251 -0.063 0.102 0.025
H 0.609666 -2.371466 3.571583 0.126 0.114 0.134 0.013
H -2.947219 0.149220 5.113535 -0.110 0.197 0.057 -0.008
H -2.012372 -1.207476 5.700568 0.333 -0.082 0.070 0.024
H -3.219322 -1.456934 4.459699 -0.186 -0.159 -0.097 0.012
F 3.272047 -4.875425 2.719097 -0.317 0.133 -0.144 0.131
C 3.811613 -3.650969 2.539140 0.838 -0.763 0.353 -0.571
F 4.236288 -3.251893 3.748333 -0.170 0.277 0.065 0.137
F 4.935441 -3.863420 1.808239 -0.359 0.240 -0.062 0.133
C 2.891466 -2.683799 1.882587 -0.534 0.982 -0.508 -0.112
C 2.131783 -3.084044 0.773105 0.649 0.065 0.389 0.024
C 1.421920 -2.133975 0.081773 -0.045 0.370 -0.359 -0.109
N 1.416910 -0.836475 0.429412 -1.369 0.105 1.271 -0.057
C 2.128969 -0.455290 1.502392 -0.576 0.291 -0.394 -0.223
C 2.859668 -1.341480 2.262821 0.388 -1.311 -0.068 -0.046
H 2.125310 -4.113086 0.451857 -0.017 -0.082 -0.070 0.127
H 0.859689 -2.383013 -0.811880 -0.068 0.023 0.163 0.111
H 2.076566 0.599120 1.748079 -0.066 -0.002 0.015 0.092
H 3.436125 -0.993265 3.103256 0.047 0.110 0.057 0.128
O -2.051469 -2.057281 0.398322 0.005 -0.495 -0.472 -0.109
C -1.894905 -2.052099 -0.830812 -0.537 -0.543 1.310 -0.582
N -1.320761 -1.077495 -1.517383 1.486 1.299 -0.338 -0.125
S -1.301370 -1.369794 -3.131030 -0.237 -0.401 -0.847 0.653
O 0.027986 -1.465990 -3.674859 0.030 -0.187 0.333 -0.303
O -2.219049 -0.539398 -3.864624 -0.108 -0.071 0.283 -0.294
C -2.004591 -3.026380 -3.012444 0.107 0.589 0.884 -0.191
C -2.250117 -3.998138 -3.953834 0.000 0.022 -0.311 -0.041
C -2.857417 -5.176094 -3.532965 0.054 0.175 -0.029 -0.078
C -3.205000 -5.350453 -2.200196 -0.073 -0.128 0.052 -0.080
C -2.932426 -4.376426 -1.254344 0.100 0.277 -0.023 -0.004
C -2.320036 -3.205811 -1.676508 -0.209 -0.492 -0.357 -0.135
H -1.981675 -3.846920 -4.988288 0.015 0.009 -0.111 0.117
H -3.067338 -5.958551 -4.248388 -0.001 -0.027 -0.052 0.100
H -3.699102 -6.260493 -1.894557 -0.015 -0.125 0.019 0.099
H -3.190632 -4.511125 -0.215859 0.009 0.030 0.137 0.117

3.
42
Properties=species:S:1:pos:R:3:forces:R:3:nbo_charge:R:1 method="wB97M-V/def2-TZVPD" homo_lumo_gap_ev=7.7 e_homo_ev=-11.998 charge=+1 largest_force_ev_per_a=3.46
C 2.312755 -0.341341 1.414182 0.131 0.161 0.406 -0.634
C 1.461524 0.886833 1.579613 0.874 -0.029 0.060 -0.081
O 0.713162 1.246887 0.391035 -0.462 -0.627 0.837 -0.784
P -0.708177 0.580804 0.272643 1.073 0.196 -1.304 2.407
O -1.367154 0.968541 -0.972121 -1.072 0.330 -0.294 -1.113
C -1.678740 1.182420 1.696920 0.170 -0.613 -0.198 -0.861
C -2.978333 1.773197 1.212853 0.721 0.328 -0.088 -0.258
N -4.079614 0.783600 0.971771 -0.627 0.809 0.118 -0.201
O -3.995770 -0.390781 1.777714 0.191 -0.123 -0.550 -0.292
C -4.956598 -0.442719 2.660609 -2.009 -0.071 2.811 0.435
N -5.735793 -0.484170 3.539854 1.804 0.093 -2.341 -0.216
O -0.440211 -0.971979 0.361609 -0.274 0.420 0.675 -0.804
C -1.583350 -1.835560 0.233100 0.203 -0.831 0.174 -0.056
C -1.616440 -2.803639 1.396177 0.354 0.446 -0.138 -0.639
H 2.993874 -0.360957 2.253460 0.295 0.021 0.313 0.226
H 1.748175 -1.250231 1.471697 -0.286 -0.458 -0.300 0.220
H 2.913802 -0.301699 0.523408 0.056 -0.055 -0.494 0.232
H 2.108136 1.721984 1.778838 0.137 0.534 -0.044 0.209
H 0.836406 0.770658 2.461093 -0.476 0.053 0.017 0.166
H -1.754781 0.439561 2.477198 -0.272 -0.174 0.274 0.269
H -1.117279 1.997954 2.121615 0.238 0.399 0.161 0.293
H -3.315941 2.575119 1.842402 -0.598 -0.052 0.603 0.245
H -2.778567 2.204040 0.240883 -0.143 0.055 -0.476 0.294
H -4.969125 1.246088 1.186202 -0.180 -0.031 0.020 0.450
H -4.135637 0.507008 -0.013654 0.467 -0.491 -0.083 0.465
H -1.465521 -2.387793 -0.680560 0.165 -0.048 -0.544 0.216
H -2.504707 -1.279042 0.138341 -0.204 0.323 -0.077 0.140
H -0.609290 -2.871779 1.769514 0.445 -0.152 0.227 0.238
H -2.235436 -2.458935 2.209828 -0.324 -0.053 0.276 0.197
H -1.885698 -3.791043 1.067358 -0.434 -0.359 0.006 0.239
C 4.334268 0.223434 -4.039025 0.004 -0.114 -0.075 -0.631
C 3.137032 -0.220325 -3.213223 0.333 0.341 0.150 0.093
C 2.442260 0.958168 -2.548592 -0.082 -0.094 -0.020 -0.628
O 3.551795 -1.167991 -2.224894 -0.304 -0.145 -0.055 -0.720
H 5.077416 0.711264 -3.402432 -0.046 0.075 0.018 0.197
H 4.817125 -0.635145 -4.504622 -0.036 -0.014 -0.022 0.223
H 4.038954 0.923249 -4.821304 0.009 0.022 0.006 0.214
H 2.427541 -0.743763 -3.854155 -0.004 -0.135 0.062 0.176
H 3.124315 1.469873 -1.862433 0.062 0.036 -0.077 0.192
H 1.588498 0.619765 -1.965525 -0.062 -0.024 -0.046 0.212
H 2.093577 1.677588 -3.290352 0.012 0.034 0.022 0.217
H 4.191553 -0.729159 -1.657032 0.146 0.017 -0.009 0.454

Listing DFT total energy for the structures above in their given order: -43681.022; -168918.237; -33257.044 eV.
Listing ΔE to the lowest compared entry with this formula, charge and spin for the structures above in their given order: 110.5; 47.8; 21.5 kcal/mol.